Below is a single C23H22N4O4 molecule in a non-equilibrium geometry, with properties calculated with ωB97M-V with the def2-TZVPD basis set.

Output
HOMO level: -7.805 eV
lowest unoccupied orbital energy: 0.254 eV
Kohn-Sham gap: 0.2961 Ha
energy: -1409.63031 a.u.
SMILES string: COc1ccc(/C=N/NC(=O)c2cccnc2)cc1COc1ccc(NC(C)=O)cc1
net charge: 0
relative energy (zero: lowest compared OMol25 entry of this formula, charge and spin): 289.2 kJ/mol

Each atom is followed by the atoms it is bonded to, with distances in Å.
Geometry (Å):
1 C -6.806 -0.538 0.114  O2 1.408, H32 1.089, H33 1.094, H34 1.095
2 O -5.480 -0.807 -0.278  C1 1.408, C3 1.357
3 C -4.500 0.062 0.077  O2 1.357, C4 1.393, C19 1.408
4 C -4.721 1.248 0.772  C3 1.393, C5 1.381, H35 1.078
5 C -3.665 2.074 1.104  C4 1.381, C6 1.393, H36 1.080
6 C -2.364 1.753 0.727  C5 1.393, C7 1.443, C18 1.398
7 C -1.261 2.605 1.102  C6 1.443, N8 1.274, H37 1.098
8 N -0.087 2.422 0.642  C7 1.274, N9 1.341
9 N 0.910 3.214 1.061  N8 1.341, C10 1.366, H38 1.025
10 C 2.207 3.095 0.648  N9 1.366, O11 1.214, C12 1.486
11 O 3.080 3.755 1.172  C10 1.214
12 C 2.466 2.155 -0.473  C10 1.486, C13 1.391, C17 1.393
13 C 1.661 2.088 -1.606  C12 1.391, C14 1.384, H39 1.079
14 C 2.050 1.262 -2.647  C13 1.384, C15 1.386, H40 1.079
15 C 3.218 0.529 -2.508  C14 1.386, N16 1.325, H41 1.083
16 N 3.975 0.564 -1.421  C15 1.325, C17 1.320
17 C 3.613 1.366 -0.437  C12 1.393, N16 1.320, H42 1.082
18 C -2.149 0.570 0.013  C6 1.398, C19 1.379, H43 1.079
19 C -3.187 -0.282 -0.299  C3 1.408, C18 1.379, C20 1.512
20 C -2.907 -1.611 -0.963  C19 1.512, O21 1.417, H44 1.096, H45 1.091
21 O -2.125 -2.439 -0.120  C20 1.417, C22 1.371
22 C -0.767 -2.255 -0.072  O21 1.371, C23 1.393, C31 1.392
23 C -0.153 -2.406 1.169  C22 1.393, C24 1.380, H46 1.079
24 C 1.214 -2.288 1.310  C23 1.380, C25 1.393, H47 1.077
25 C 2.009 -2.016 0.199  C24 1.393, N26 1.397, C30 1.393
26 N 3.395 -1.864 0.266  C25 1.397, C27 1.365, H48 1.012
27 C 4.212 -1.880 1.359  N26 1.365, C28 1.515, O29 1.210
28 C 5.658 -1.624 0.987  C27 1.515, H49 1.089, H50 1.086, H51 1.087
29 O 3.844 -2.094 2.492  C27 1.210
30 C 1.399 -1.895 -1.047  C25 1.393, C31 1.380, H52 1.081
31 C 0.030 -2.007 -1.185  C22 1.392, C30 1.380, H53 1.080
32 H -7.394 -1.377 -0.254  C1 1.089
33 H -6.900 -0.481 1.202  C1 1.094
34 H -7.178 0.388 -0.336  C1 1.095
35 H -5.718 1.531 1.071  C4 1.078
36 H -3.857 2.981 1.658  C5 1.080
37 H -1.477 3.412 1.814  C7 1.098
38 H 0.739 3.897 1.806  N9 1.025
39 H 0.763 2.682 -1.679  C13 1.079
40 H 1.463 1.193 -3.549  C14 1.079
41 H 3.572 -0.117 -3.302  C15 1.083
42 H 4.258 1.389 0.431  C17 1.082
43 H -1.136 0.321 -0.265  C18 1.079
44 H -2.428 -1.455 -1.936  C20 1.096
45 H -3.842 -2.153 -1.111  C20 1.091
46 H -0.774 -2.620 2.025  C23 1.079
47 H 1.674 -2.398 2.277  C24 1.077
48 H 3.832 -1.605 -0.610  N26 1.012
49 H 6.053 -2.491 0.460  C28 1.089
50 H 6.239 -1.470 1.892  C28 1.086
51 H 5.741 -0.755 0.340  C28 1.087
52 H 2.006 -1.714 -1.922  C30 1.081
53 H -0.405 -1.910 -2.169  C31 1.080

Results of the natural (NBO) charge analysis, in e, for atoms 1 through 2:
1 C -0.25
2 O -0.51